No. 1
79
Properties=species:S:1:pos:R:3:lowdin_spin:R:1 method="wB97M-V/def2-TZVPD" homo_energy_ev="-15.36 / -15.36" max_force_ha_per_bohr=0.1049 multiplicity=6 de_lowest_kcal_mol=0.0 s2=8.8027 charge=+3
Fe 1.147 0.433 0.544 3.352
P -0.002 2.134 1.763 0.050
P 1.561 1.628 -1.145 0.097
P 2.803 0.518 1.864 0.136
H -0.375 -1.307 -0.491 0.016
C 0.073 -1.428 0.508 0.067
C -0.572 -0.753 1.565 0.001
H -1.567 -0.342 1.344 0.001
C -1.819 2.357 1.520 0.018
C 0.503 3.908 1.574 0.003
C 0.010 2.011 3.611 0.013
C 2.306 0.675 -2.505 0.037
C 0.145 2.415 -1.990 0.029
C 2.761 3.043 -1.052 0.017
C 2.574 -0.480 3.364 0.034
C 3.566 2.057 2.506 0.021
C 4.256 -0.261 1.068 0.051
H 0.896 -2.139 0.699 0.014
H -0.327 -0.952 2.624 0.002
H -2.313 1.398 1.341 0.000
H -2.019 2.998 0.654 0.000
H -2.288 2.812 2.405 0.003
H 0.287 4.264 0.559 0.000
H 1.573 4.039 1.773 0.000
H -0.051 4.545 2.281 0.001
H -0.308 1.008 3.920 0.000
H -0.693 2.743 4.037 0.002
H 1.005 2.207 4.026 0.000
H 2.528 1.330 -3.354 0.006
H 1.607 -0.111 -2.804 0.002
H 3.219 0.187 -2.146 0.001
H 0.410 2.632 -3.036 0.004
H -0.150 3.347 -1.490 0.000
H -0.715 1.725 -1.973 0.001
H 2.973 3.393 -2.076 0.002
H 3.700 2.711 -0.586 0.000
H 2.347 3.869 -0.454 0.000
H 3.556 -0.717 3.789 0.006
H 2.058 -1.411 3.109 0.001
H 1.967 0.054 4.101 0.000
H 4.504 1.792 3.015 0.004
H 2.903 2.561 3.217 0.000
H 3.791 2.753 1.688 0.000
H 5.002 -0.486 1.846 0.007
H 4.672 0.422 0.310 0.000
H 3.930 -1.189 0.566 0.011
C 2.344 -4.554 -1.124 0.194
C 1.360 -4.997 -0.231 0.075
C 1.130 -6.363 -0.038 0.035
C 1.874 -7.317 -0.742 0.203
C 2.824 -6.888 -1.682 0.033
C 3.054 -5.520 -1.879 0.071
Se 2.748 -2.654 -1.215 0.342
H 1.414 -1.840 -1.178 0.027
H 0.776 -4.252 0.316 0.001
H 0.361 -6.684 0.664 -0.001
H 1.709 -8.384 -0.569 0.008
H 3.370 -7.628 -2.261 0.000
H 3.785 -5.192 -2.624 0.001
C -3.579 -1.800 -0.706 0.000
N -4.331 -0.615 -1.077 0.000
C -5.635 -0.454 -0.449 0.000
C -3.573 0.477 -1.454 0.000
O -2.335 0.445 -1.441 0.001
N -4.287 1.609 -1.836 0.000
C -5.514 1.462 -2.601 0.000
C -3.488 2.778 -2.155 0.000
H -4.243 -2.672 -0.763 0.000
H -3.172 -1.728 0.319 0.000
H -2.741 -1.925 -1.403 0.000
H -5.774 0.580 -0.099 0.000
H -6.441 -0.703 -1.154 0.000
H -5.709 -1.137 0.407 0.000
H -5.476 2.144 -3.454 0.000
H -5.625 0.435 -2.967 0.000
H -6.386 1.725 -1.990 0.000
H -4.171 3.610 -2.343 0.000
H -2.834 3.027 -1.316 0.000
H -2.867 2.620 -3.046 0.000



No. 2
79
Properties=species:S:1:pos:R:3:lowdin_spin:R:1 method="wB97M-V/def2-TZVPD" homo_energy_ev="-14.99 / -15.00" max_force_ha_per_bohr=0.0622 multiplicity=7 s2=12.7124 charge=+3
Tb -0.238 -0.181 -0.257 6.157
P 2.854 1.256 1.011 -0.006
P -2.243 1.813 -0.208 -0.022
P 0.662 1.559 -2.302 -0.020
H -0.165 -5.391 1.093 0.000
C -0.009 -5.173 0.027 0.000
C 1.217 -4.970 -0.481 0.000
H 2.108 -4.897 0.156 0.000
C 3.233 0.425 2.536 0.000
C 2.413 2.961 1.303 -0.001
C 4.163 1.105 -0.183 -0.001
C -3.612 1.434 -1.372 0.000
C -3.204 1.899 1.351 -0.001
C -2.077 3.611 -0.538 -0.004
C 1.963 0.728 -3.289 0.000
C 1.337 3.259 -2.209 -0.003
C -0.612 1.797 -3.602 0.000
H -0.898 -5.191 -0.615 0.000
H 1.376 -4.906 -1.563 0.000
H 2.886 -0.616 2.475 0.000
H 2.738 0.918 3.382 0.000
H 4.321 0.426 2.695 0.000
H 1.806 3.039 2.214 0.000
H 1.826 3.339 0.458 0.000
H 3.320 3.575 1.412 0.000
H 4.115 0.106 -0.635 0.000
H 5.138 1.219 0.315 0.000
H 4.083 1.860 -0.977 0.000
H -4.507 1.989 -1.058 0.000
H -3.822 0.357 -1.374 0.000
H -3.339 1.724 -2.392 0.000
H -4.262 2.075 1.118 0.000
H -2.839 2.711 1.992 0.000
H -3.121 0.956 1.903 0.000
H -3.034 4.110 -0.329 -0.001
H -1.793 3.812 -1.577 0.000
H -1.310 4.044 0.116 0.000
H 2.075 1.262 -4.242 0.000
H 1.676 -0.313 -3.492 0.000
H 2.919 0.733 -2.750 0.000
H 1.459 3.658 -3.226 -0.001
H 2.315 3.273 -1.713 0.000
H 0.653 3.915 -1.658 0.000
H -0.093 2.076 -4.529 0.000
H -1.315 2.594 -3.329 0.000
H -1.174 0.868 -3.767 0.000
C -1.354 -2.177 -3.153 -0.003
C -2.187 -2.087 -4.296 -0.003
C -1.808 -2.693 -5.493 0.000
C -0.577 -3.354 -5.590 -0.003
C 0.303 -3.352 -4.498 0.000
C -0.070 -2.752 -3.295 -0.002
S -1.960 -1.649 -1.612 -0.047
H 1.607 0.702 0.532 -0.012
H -3.135 -1.565 -4.215 0.000
H -2.483 -2.651 -6.349 0.000
H -0.287 -3.865 -6.506 0.000
H 1.283 -3.823 -4.572 0.000
H 0.596 -2.757 -2.429 0.000
C 0.104 -2.892 2.812 0.000
N -0.180 -1.755 3.678 0.000
C 0.116 -1.939 5.102 0.000
C -0.444 -0.576 3.123 -0.001
O -0.360 -0.473 1.826 -0.028
N -0.792 0.488 3.875 0.000
C -0.477 1.855 3.466 0.000
C -1.546 0.368 5.122 0.000
H 0.208 -3.773 3.454 0.000
H 1.034 -2.760 2.235 0.000
H -0.715 -3.062 2.098 0.000
H 0.685 -1.095 5.513 0.000
H -0.803 -2.076 5.687 0.000
H 0.722 -2.844 5.191 0.000
H -1.260 2.525 3.845 0.000
H 0.495 2.184 3.874 0.000
H -0.439 1.940 2.373 0.001
H -2.264 1.198 5.165 0.000
H -2.110 -0.571 5.146 0.000
H -0.888 0.432 6.003 0.000



No. 3
79
Properties=species:S:1:pos:R:3:lowdin_charge:R:1 method="wB97M-V/def2-TZVPD" homo_energy_ev=-14.86 max_force_ha_per_bohr=0.0580 multiplicity=1 de_lowest_kcal_mol=0.0 charge=+3
Y -0.256 -1.254 -0.167 0.911
P -0.362 1.934 0.806 0.859
P -2.056 -0.868 -2.457 0.753
P 1.526 0.243 -1.813 0.720
H 3.314 -1.690 3.241 0.055
C 3.792 -0.836 2.752 -0.051
C 3.320 0.419 2.904 -0.106
H 2.447 0.667 3.527 0.047
C -1.242 1.986 2.354 -0.176
C -1.336 2.829 -0.415 -0.145
C 1.227 2.692 1.012 -0.178
C -1.929 -2.121 -3.804 -0.267
C -3.888 -0.981 -2.241 -0.275
C -2.039 0.608 -3.570 -0.268
C 3.143 0.478 -0.978 -0.246
C 1.361 1.857 -2.685 -0.252
C 2.033 -0.778 -3.248 -0.249
H 4.709 -1.049 2.196 0.071
H 3.922 1.274 2.552 0.067
H -0.835 1.288 3.094 0.079
H -2.306 1.776 2.208 0.060
H -1.091 3.015 2.688 0.084
H -2.345 2.389 -0.563 0.077
H -0.812 2.943 -1.386 0.056
H -1.432 3.822 0.080 0.110
H 1.960 2.051 1.518 0.036
H 0.981 3.552 1.642 0.089
H 1.628 3.025 0.052 0.054
H -2.856 -2.144 -4.397 0.068
H -1.761 -3.102 -3.346 0.003
H -1.094 -1.888 -4.476 0.053
H -4.367 -1.101 -3.226 0.067
H -4.285 -0.073 -1.766 0.045
H -4.145 -1.849 -1.618 0.049
H -2.911 0.591 -4.246 0.077
H -1.129 0.629 -4.186 0.042
H -2.086 1.520 -2.962 0.016
H 3.939 0.406 -1.730 0.072
H 3.309 -0.287 -0.209 0.029
H 3.199 1.456 -0.487 0.034
H 2.151 1.938 -3.448 0.079
H 1.462 2.708 -2.000 0.028
H 0.391 1.933 -3.193 0.023
H 2.943 -0.326 -3.663 0.067
H 1.258 -0.809 -4.025 0.051
H 2.245 -1.804 -2.927 0.035
C 1.907 -4.516 -0.984 -0.664
C 2.693 -4.170 0.134 -0.169
C 3.780 -4.953 0.517 -0.078
C 4.155 -6.066 -0.251 -0.048
C 3.428 -6.375 -1.414 -0.053
C 2.337 -5.595 -1.789 -0.117
Se 0.256 -3.653 -1.316 0.642
H -0.027 0.567 0.860 -0.061
H 2.393 -3.290 0.706 0.055
H 4.331 -4.680 1.423 0.112
H 5.007 -6.687 0.052 0.123
H 3.719 -7.240 -2.025 0.126
H 1.750 -5.799 -2.692 0.108
C -0.330 -2.337 3.419 -0.012
N -1.729 -1.930 3.582 -0.095
C -2.203 -1.757 4.952 -0.013
C -2.367 -1.468 2.499 -0.421
O -1.669 -1.334 1.402 -0.257
N -3.657 -1.122 2.488 -0.093
C -4.633 -1.482 3.515 -0.008
C -4.175 -0.430 1.316 -0.014
H 0.016 -2.728 4.385 0.111
H 0.312 -1.484 3.128 0.078
H -0.243 -3.122 2.647 0.104
H -2.610 -0.748 5.107 0.102
H -2.962 -2.509 5.212 0.105
H -1.334 -1.892 5.603 0.104
H -4.586 -0.806 4.383 0.104
H -5.610 -1.345 3.049 0.104
H -4.541 -2.529 3.840 0.114
H -5.176 -0.085 1.580 0.110
H -3.561 0.445 1.071 0.066
H -4.240 -1.084 0.437 0.080



No. 4
79
Properties=species:S:1:pos:R:3:lowdin_spin:R:1 method="wB97M-V/def2-TZVPD" homo_energy_ev="-16.34 / -16.19" max_force_ha_per_bohr=0.0552 multiplicity=3 de_lowest_kcal_mol=0.0 s2=2.3987 charge=+3
V -0.848 0.685 -1.289 1.551
P 0.192 -1.777 -0.441 -0.010
P 3.745 1.405 0.547 0.042
P -2.802 -0.445 -1.657 0.017
H -0.059 2.304 -3.706 0.003
C -0.909 1.919 -3.120 -0.065
C -1.205 2.690 -1.946 -0.210
H -0.765 3.685 -1.790 0.000
C 0.970 -2.832 -1.766 -0.003
C 1.418 -2.213 0.893 -0.001
C -1.011 -3.058 0.171 -0.001
C 5.236 2.430 0.562 0.014
C 3.254 0.760 2.141 0.003
C 3.840 0.075 -0.685 0.002
C -3.879 0.785 -2.390 0.007
C -3.845 -1.097 -0.280 0.003
C -2.595 -1.810 -2.856 0.003
H -1.702 1.772 -3.874 -0.018
H -2.071 2.350 -1.337 -0.013
H 1.227 -3.844 -1.401 -0.001
H 1.883 -2.337 -2.125 0.000
H 0.257 -2.914 -2.598 0.000
H 1.148 -3.165 1.391 0.000
H 1.469 -1.437 1.664 0.000
H 2.418 -2.363 0.468 0.000
H -0.472 -3.980 0.440 0.000
H -1.736 -3.313 -0.601 0.000
H -1.534 -2.709 1.068 0.000
H 5.807 2.242 1.483 0.002
H 4.893 3.476 0.565 0.001
H 5.883 2.283 -0.318 0.000
H 3.488 -0.312 2.187 0.001
H 2.182 0.912 2.326 0.001
H 3.822 1.292 2.914 0.000
H 4.911 -0.120 -0.870 0.000
H 3.383 0.314 -1.650 0.000
H 3.372 -0.853 -0.335 0.000
H -4.710 0.247 -2.824 0.001
H -3.357 1.322 -3.176 -0.001
H -4.213 1.504 -1.640 0.000
H -4.843 -1.275 -0.733 0.000
H -3.906 -0.314 0.503 0.000
H -3.426 -2.035 0.140 0.000
H -3.441 -1.721 -3.543 0.000
H -2.613 -2.790 -2.366 0.000
H -1.659 -1.692 -3.419 -0.001
C 2.164 2.177 -2.529 0.034
C 2.001 1.150 -3.491 0.063
C 2.933 0.994 -4.510 -0.003
C 4.047 1.852 -4.587 0.108
C 4.130 2.981 -3.744 -0.009
C 3.162 3.184 -2.755 0.074
S 1.367 2.216 -1.000 0.387
H 2.825 2.503 0.208 0.016
H 1.091 0.563 -3.470 0.001
H 2.814 0.176 -5.226 -0.002
H 4.799 1.733 -5.365 0.005
H 4.963 3.709 -3.812 -0.002
H 3.077 4.088 -2.133 0.002
C -1.701 0.783 5.467 0.000
C -2.936 0.666 4.595 0.000
N -2.714 0.602 3.107 -0.004
C -1.665 -0.060 2.541 0.001
S -0.778 0.646 1.179 0.000
N -1.272 -1.213 3.090 0.000
C -2.120 -2.157 3.891 0.000
C -3.494 -2.348 3.317 0.000
H -1.085 -0.125 5.474 0.000
H -2.057 0.966 6.490 0.000
H -1.097 1.645 5.156 0.000
H -3.541 -0.200 4.886 0.000
H -3.542 1.569 4.739 0.000
H -2.937 1.470 2.615 0.000
H -0.371 -1.556 2.749 0.000
H -1.537 -3.087 3.915 0.000
H -2.169 -1.767 4.913 0.000
H -3.481 -2.892 2.374 0.000
H -4.080 -2.927 4.027 0.000
H -3.992 -1.390 3.162 0.000



No. 5
89
Properties=species:S:1:pos:R:3:lowdin_charge:R:1 method="wB97M-V/def2-TZVPD" homo_energy_ev=-9.08 max_force_ha_per_bohr=0.0303 multiplicity=1 de_lowest_kcal_mol=0.0 charge=0
C -0.971 1.485 3.616 -0.020
C -1.957 2.375 4.365 -0.552
O -2.098 3.540 4.028 0.038
N -2.607 1.801 5.399 0.005
C -3.580 2.554 6.160 -0.077
H -1.447 1.088 2.724 0.015
H -0.641 0.647 4.240 0.075
H -0.016 1.933 3.348 0.063
H -2.300 0.899 5.722 0.108
H -4.191 1.870 6.747 0.076
H -4.237 3.065 5.457 0.084
H -3.121 3.285 6.827 0.085
C -3.947 0.620 0.765 -0.006
C -5.011 1.426 0.066 -0.556
O -4.726 2.393 -0.625 0.047
N -6.299 1.089 0.300 -0.009
C -7.429 1.684 -0.409 -0.062
H -4.139 -0.454 0.686 0.076
H -4.033 0.852 1.831 0.077
H -2.946 0.836 0.415 0.028
H -6.443 0.266 0.860 0.122
H -7.192 1.896 -1.448 0.084
H -7.612 2.611 0.140 0.087
H -8.304 1.045 -0.341 0.079
C -4.965 -0.962 4.500 0.007
C -3.592 -1.555 4.150 -0.547
O -2.612 -1.245 4.799 0.037
N -3.563 -2.334 3.034 0.001
C -2.341 -2.742 2.355 -0.059
H -5.778 -1.673 4.376 0.076
H -5.034 -0.077 3.865 0.071
H -4.874 -0.609 5.523 0.075
H -4.471 -2.469 2.625 0.120
H -1.807 -1.851 2.028 0.028
H -2.554 -3.372 1.499 0.086
H -1.699 -3.238 3.081 0.090
C 2.793 -2.333 -4.919 0.009
C 4.058 -1.620 -4.437 -0.543
O 5.152 -1.983 -4.846 0.030
N 3.897 -0.527 -3.655 0.004
C 4.988 0.310 -3.262 -0.089
H 2.100 -1.575 -5.299 0.071
H 2.302 -2.825 -4.081 0.060
H 3.047 -2.968 -5.759 0.080
H 2.947 -0.167 -3.602 0.072
H 4.804 0.829 -2.321 0.078
H 5.281 1.013 -4.049 0.084
H 5.905 -0.250 -3.068 0.084
C -0.292 -2.489 -2.535 -0.034
C -1.167 -3.123 -3.590 -0.556
O -2.340 -2.791 -3.715 0.030
N -0.602 -4.066 -4.365 0.002
C -1.298 -4.831 -5.384 -0.068
H 0.442 -3.229 -2.206 0.058
H -0.912 -2.325 -1.652 0.057
H 0.141 -1.522 -2.781 0.060
H 0.286 -4.461 -4.104 0.122
H -1.088 -4.378 -6.359 0.082
H -2.366 -4.808 -5.188 0.082
H -0.920 -5.844 -5.509 0.081
C -0.406 0.887 -5.059 0.016
C 0.829 1.455 -4.382 -0.520
O 1.378 0.844 -3.472 -0.008
N 1.243 2.627 -4.879 0.021
C 2.485 3.320 -4.556 -0.045
H -1.031 1.650 -5.523 0.079
H -0.979 0.348 -4.307 0.084
H -0.149 0.183 -5.852 0.087
H 0.701 3.056 -5.606 0.134
H 3.171 3.230 -5.405 0.086
H 2.959 3.005 -3.636 0.082
H 2.235 4.383 -4.581 0.085
C 8.166 0.020 4.752 -0.006
C 6.783 0.634 4.744 -0.570
O 5.941 0.361 5.579 0.046
N 6.550 1.540 3.773 0.001
C 5.403 2.430 3.722 -0.068
H 8.275 -0.330 5.779 0.083
H 8.994 0.672 4.491 0.074
H 8.166 -0.870 4.122 0.084
H 7.313 1.797 3.172 0.126
H 5.670 3.376 3.253 0.083
H 5.028 2.668 4.714 0.088
H 4.611 1.987 3.119 0.028
C 1.603 0.057 -0.127 -1.544
Br 2.474 -1.692 -0.245 0.582
Br 2.524 1.238 1.150 0.573
Br -0.239 -0.022 0.385 0.675
H 1.686 0.431 -1.141 -0.060



No. 6
82
Properties=species:S:1:pos:R:3:lowdin_charge:R:1 method="wB97M-V/def2-TZVPD" homo_energy_ev=-10.23 max_force_ha_per_bohr=0.0877 multiplicity=1 charge=+1
C 8.194 1.812 1.635 -0.097
C 6.586 1.770 1.179 -0.381
C 6.421 2.923 0.022 -0.145
C 6.145 0.259 0.720 -0.256
C 6.758 0.032 -0.820 -0.100
C 4.486 0.189 0.517 -0.172
O 3.743 0.247 1.785 -0.130
C 2.468 0.935 1.527 -0.249
C 1.101 0.452 2.305 -0.027
C 0.092 1.564 1.571 -0.299
N -0.406 1.273 0.173 0.048
N 0.954 2.816 1.805 0.070
C 2.326 2.542 1.824 -0.363
Br 3.727 3.954 2.166 0.821
H 8.507 2.958 1.565 0.094
H 8.824 1.211 0.850 0.077
H 8.337 1.356 2.705 0.089
H 5.959 2.025 2.160 0.098
H 6.327 3.978 0.557 0.068
H 7.410 2.959 -0.606 0.095
H 5.497 2.790 -0.684 0.069
H 6.541 -0.600 1.441 0.161
H 6.125 0.668 -1.606 0.091
H 7.871 0.377 -0.924 0.081
H 6.672 -1.090 -1.163 0.091
H 4.239 1.066 -0.235 0.122
H 4.236 -0.845 -0.001 0.153
H 2.176 0.770 0.402 0.161
H 0.763 -0.641 2.058 0.142
H 1.049 0.603 3.485 0.157
H -0.826 1.690 2.291 0.167
H 0.049 1.895 -0.547 0.104
H -0.200 0.271 -0.091 0.106
H 0.615 3.792 1.977 0.175
C 0.054 -5.833 3.976 -0.112
O -1.142 -6.328 3.386 -0.196
C -2.330 -5.973 4.106 -0.195
C -3.136 -4.909 3.345 -0.199
N -2.456 -3.608 3.353 -0.058
C -2.991 -2.641 2.393 -0.198
C -2.988 -3.026 0.897 -0.212
O -1.687 -3.096 0.311 -0.200
C -0.985 -4.303 0.575 -0.097
H 0.899 -6.338 3.504 0.091
H 0.162 -4.760 3.802 0.065
H 0.084 -6.040 5.050 0.090
H -2.111 -5.660 5.133 0.122
H -2.935 -6.882 4.163 0.122
H -4.122 -4.801 3.811 0.125
H -3.278 -5.278 2.326 0.097
H -1.473 -3.748 3.147 0.057
H -2.392 -1.732 2.504 0.104
H -4.014 -2.381 2.690 0.118
H -3.507 -2.224 0.360 0.119
H -3.559 -3.937 0.689 0.113
H -1.648 -5.172 0.618 0.093
H -0.408 -4.203 1.496 0.063
H -0.267 -4.462 -0.234 0.090
C -2.972 3.352 -1.352 -0.126
O -4.278 2.893 -1.673 -0.194
C -5.069 3.854 -2.385 -0.196
C -5.240 3.444 -3.857 -0.201
N -3.982 3.570 -4.602 -0.059
C -3.984 2.903 -5.906 -0.193
C -4.259 1.384 -5.943 -0.211
O -3.217 0.584 -5.380 -0.181
C -3.235 0.505 -3.962 -0.101
H -2.539 2.661 -0.625 0.059
H -2.329 3.358 -2.235 0.069
H -2.998 4.351 -0.906 0.086
H -4.666 4.869 -2.291 0.121
H -6.054 3.849 -1.913 0.121
H -6.000 4.080 -4.323 0.125
H -5.606 2.414 -3.864 0.097
H -3.228 3.180 -4.048 0.059
H -2.994 3.073 -6.341 0.119
H -4.704 3.410 -6.558 0.118
H -4.311 1.094 -6.999 0.122
H -5.231 1.115 -5.517 0.109
H -4.250 0.503 -3.555 0.089
H -2.643 1.318 -3.538 0.061
H -2.748 -0.429 -3.668 0.087



Which of these has the highest multiplicity?
C22H49N2OP3STb